[1]
8
Properties=species:S:1:pos:R:3:forces:R:3 method="wB97M-V/def2-TZVPD" relative_energy_kcal_mol=58.8
C 1.22662 -0.99285 -0.66219 -0.4 1.0 -0.6
N -0.97852 0.92240 0.59472 -1.0 -0.6 1.1
O 0.26340 0.89045 0.95129 -1.5 0.3 -0.3
Br -0.41394 -1.23030 -1.55076 0.4 -0.6 0.2
H 1.60263 -1.70788 0.07709 -0.4 0.5 -0.5
H 1.46277 0.07283 -0.80214 0.6 -1.0 0.5
H -1.66716 0.27331 1.03196 1.2 0.0 -0.2
H -1.49579 1.77202 0.36004 1.1 0.4 -0.2

[2]
36
Properties=species:S:1:pos:R:3:forces:R:3 method="wB97M-V/def2-TZVPD" charge=+3 relative_energy_kcal_mol=66.7
Rh -0.49573 -0.42842 -1.26414 1.6 0.1 1.5
F 4.16624 -0.65598 -2.46379 -0.1 0.0 0.0
C 3.88333 0.53375 -1.99711 0.5 -0.1 0.3
F 4.50310 1.47761 -2.63671 -0.1 0.0 0.0
F 4.09951 0.59786 -0.69434 -0.1 0.0 -0.2
S 2.03618 0.77645 -2.26449 0.3 0.8 -0.2
O 1.46907 -0.28056 -1.27879 -0.8 -0.7 0.5
O 1.61053 0.52014 -3.59170 -0.2 -0.1 0.0
N 1.78294 2.17964 -1.64600 -0.1 -0.2 -0.2
S 0.34424 2.72927 -1.38408 0.8 0.9 0.4
O -0.66222 1.59534 -1.34522 -0.6 -1.1 0.0
O -0.10369 3.83787 -2.11970 0.0 -0.2 -0.1
C 0.46379 3.20774 0.40445 -0.1 -0.1 0.4
F 0.83050 2.10581 1.10338 0.0 0.3 -0.3
F 1.34505 4.14760 0.55974 0.0 0.0 -0.1
F -0.73199 3.57819 0.81467 0.1 0.0 -0.1
Se 1.38766 -0.77109 1.77558 1.2 -0.6 -0.7
N 0.77110 -0.44688 3.33678 -1.3 0.6 -0.2
C -0.52892 -0.10545 3.24144 1.2 -0.9 -1.5
C -1.35184 0.25247 4.30187 -2.3 0.7 0.1
C -2.66362 0.55241 3.96209 0.8 -0.2 -0.4
C -3.13101 0.48119 2.56188 -0.1 0.3 1.9
N -2.40264 0.14006 1.55182 1.5 -0.3 -0.2
C -1.09045 -0.15983 1.87726 -2.3 0.6 0.3
N -0.25130 -0.52960 0.95879 1.0 -0.1 -1.7
H -0.98080 0.29259 5.31966 0.0 0.0 0.0
H -3.37816 0.84993 4.72152 0.0 0.0 -0.1
H -4.17121 0.72555 2.37149 0.0 0.0 0.0
O -3.34910 0.08076 -1.60599 0.8 -0.5 -0.1
N -2.35293 -0.31107 -1.44093 -1.3 0.6 0.7
Cl -1.63354 -5.19534 -3.23101 0.0 0.1 0.0
C -0.14909 -4.90076 -2.33157 0.0 -0.4 -0.1
Cl 1.27454 -4.99109 -3.35507 0.0 0.1 0.0
Cl -0.01818 -5.93938 -0.91774 0.0 0.1 0.0
C -0.23394 -3.51164 -1.84004 0.1 0.0 0.1
N -0.28740 -2.43516 -1.45401 -0.3 0.5 -0.1

[3]
9
Properties=species:S:1:pos:R:3:forces:R:3 method="wB97M-V/def2-TZVPD" relative_energy_kcal_mol=119.1
C 2.48162 -0.29040 -0.70249 1.6 0.4 -2.5
C 1.74005 -0.42633 0.34872 1.6 -0.7 0.1
C -2.36077 0.24433 0.62582 1.8 3.3 -3.7
F -2.44222 -0.09123 -0.69444 -0.1 0.2 1.6
F -2.41808 1.61026 0.73796 -0.1 -1.9 0.1
Cl 0.22253 -0.30237 0.89775 -0.9 0.2 0.5
H 2.11438 0.21762 -1.66376 0.3 -0.7 1.4
H 3.58328 -0.65148 -0.80977 -2.1 0.7 0.7
H -2.92080 -0.31041 1.26021 -1.9 -1.5 1.9

[4]
57
Properties=species:S:1:pos:R:3:forces:R:3 method="wB97M-V/def2-TZVPD" relative_energy_kcal_mol=6.7
C 0.22991 2.38795 1.29232 0.0 0.0 0.0
C -0.11866 1.67490 -0.00942 -0.2 0.1 0.0
C 0.16508 0.17853 0.06598 0.3 0.1 -0.2
C 1.67823 -0.07358 0.15852 0.1 0.0 0.1
N 2.07480 -1.42874 -0.18501 0.2 0.0 0.0
C 2.80564 -1.58462 -1.42849 0.0 0.1 -0.1
C 1.70405 -2.43629 0.63995 0.0 0.0 0.1
O 1.01049 -2.21219 1.62502 0.0 0.0 0.0
C 2.15216 -3.84639 0.28272 0.0 0.1 -0.1
C 1.91454 -4.85798 1.38717 -0.2 -0.2 0.1
C 1.72572 -6.26101 0.80394 -0.1 0.0 -0.1
C 1.35402 -7.26862 1.88457 0.0 -0.1 0.0
C 2.37994 -7.28813 3.01190 0.0 -0.1 0.0
C 2.62019 -5.88765 3.56566 0.0 -0.1 0.2
C 2.98280 -4.92075 2.46756 0.1 0.2 -0.1
C 3.78467 -3.71519 2.84329 0.0 0.1 0.1
C 4.44045 -4.84311 2.09883 0.1 -0.2 -0.1
N -0.40581 -0.59223 -1.03322 -0.5 0.0 0.0
C -0.45784 -0.23954 -2.34144 0.4 -0.2 0.0
O 0.03952 0.77888 -2.79386 0.0 0.1 0.0
C -1.10220 -1.25157 -3.23338 0.0 0.2 0.0
C -0.97730 -2.60198 -3.10144 -0.1 -0.3 0.1
S -1.80425 -3.37186 -4.35872 0.0 0.2 -0.2
N -2.29864 -1.97301 -5.08560 0.1 -0.3 0.3
C -1.86789 -0.94063 -4.39951 -0.1 0.2 -0.2
C -2.22021 0.42989 -4.88678 0.0 0.2 0.1
H -0.04440 3.44083 1.23062 0.0 0.0 0.0
H -0.30232 1.95271 2.14127 0.0 0.0 0.0
H 1.29786 2.34250 1.51041 0.0 0.0 0.0
H -1.18151 1.81334 -0.22508 0.0 0.0 0.0
H 0.42056 2.11951 -0.84364 0.0 0.0 0.0
H -0.29768 -0.22159 0.96593 0.0 0.0 0.0
H 2.19392 0.59773 -0.52936 0.0 0.0 0.0
H 2.01461 0.15875 1.17150 0.0 0.0 0.0
H 2.95417 -2.62869 -1.67882 0.0 0.0 0.0
H 2.24977 -1.11778 -2.24523 0.0 0.0 0.0
H 3.78505 -1.10273 -1.36532 0.0 0.0 0.0
H 1.57226 -4.14753 -0.59806 0.1 0.0 0.0
H 3.19818 -3.85004 -0.03071 0.0 0.0 0.0
H 0.97706 -4.58302 1.88519 0.0 0.1 0.0
H 0.94056 -6.23988 0.03977 0.0 0.0 0.0
H 2.64504 -6.57716 0.29473 0.0 0.0 0.1
H 0.37160 -7.00510 2.29207 0.0 0.0 0.0
H 1.25576 -8.26599 1.44913 0.0 0.0 0.0
H 2.05287 -7.95822 3.81071 0.0 0.0 0.0
H 3.32592 -7.68958 2.63138 0.0 0.0 0.0
H 1.71935 -5.52723 4.07750 0.0 0.0 0.0
H 3.41852 -5.91134 4.31199 0.0 0.0 0.0
H 3.60996 -2.78232 2.32990 0.0 0.0 -0.1
H 4.02949 -3.57887 3.88852 0.0 -0.1 0.0
H 5.13242 -5.48300 2.63085 0.0 0.0 0.1
H 4.72265 -4.68920 1.06598 0.0 0.1 0.0
H -0.86932 -1.44645 -0.77303 0.0 0.0 0.0
H -0.44075 -3.15900 -2.34741 0.0 0.0 0.0
H -1.95921 1.19853 -4.16377 0.0 -0.1 0.0
H -1.68004 0.64476 -5.80862 0.0 0.0 0.0
H -3.28644 0.48555 -5.10114 0.0 -0.1 0.0